The molecule H3NO. Source: the Open Molecules 2025 dataset; level of theory: the ωB97M-V functional and the def2-TZVPD basis.

Last column: Löwdin charge in e.
Cartesian coordinates (Å):
N (0.0755, 0.3161, -0.5764)  -0.078
O (-0.2425, -1.0309, 0.0105)  -0.212
H (-0.8379, 0.8304, -0.3252)  0.098
H (0.9406, 0.6443, -0.0987)  0.067
H (0.0643, -0.7598, 0.9898)  0.126

Lowest unoccupied orbital energy (Ha): 0.02973
Energy relative to the best compared isomer or geometry (same formula, charge and spin) (kcal/mol): 12.8
Net charge: 0
Frontier orbital gap (Ha): 0.3949
HOMO (eV): -9.936